No. 1
Molecular formula: C3H7N3O
Method: DFT, ωB97M-V/def2-TZVPD

Values from the calculation:
DFT total energy: -357.98854 Eh
HOMO-LUMO gap: 9.03 eV
Energy above the lowest of the compared OMol25 structures with the same formula, charge and spin: 38.5 kcal/mol
Spin multiplicity: 1
Molar mass: 101.1 g/mol
Structure (SMILES): NC(N)=C(N)C=O
Lowest unoccupied orbital energy: 0.59 eV
Max |F|: 3.52 eV/A

XYZ file:
```
14
Properties=species:S:1:pos:R:3:forces:R:3:mulliken_charge:R:1
N -1.67972 0.22291 0.71569 -0.90 0.03 -0.81 -0.581
C -0.31680 0.37382 0.51977 -1.20 -2.61 -0.36 0.139
N 0.30359 1.19030 1.43991 0.56 0.85 0.84 -0.554
C 0.29260 -0.48942 -0.34953 2.03 2.88 0.04 0.366
N -0.34323 -1.44596 -1.14439 -0.46 -0.47 -0.54 -0.688
C 1.62771 0.00830 -0.76389 1.01 -2.57 0.59 -0.096
O 2.21235 -0.43650 -1.75270 -0.68 0.93 0.68 -0.567
H -2.06044 -0.39768 -0.00475 0.00 0.21 0.36 0.290
H -2.16028 1.11536 0.67452 -0.18 -0.08 0.29 0.239
H 0.60968 0.61960 2.22966 0.23 0.20 -0.34 0.258
H -0.38370 1.82689 1.83720 0.22 0.03 -0.12 0.306
H -0.64088 -1.01865 -2.02171 -0.02 -0.18 0.06 0.258
H 0.37237 -2.12782 -1.42008 -0.40 0.25 0.08 0.314
H 2.16675 0.55885 0.04030 -0.21 0.52 -0.78 0.316
```
Forces are in eV/Å.



No. 2
Molecular formula: C2H13NO3
Method: DFT, ωB97M-V/def2-TZVPD

Values from the calculation:
DFT total energy: -364.41816 Eh
HOMO-LUMO gap: 9.75 eV
Energy above the lowest of the compared OMol25 structures with the same formula, charge and spin: 43.5 kcal/mol
Spin multiplicity: 1
Molar mass: 99.1 g/mol
Structure (SMILES): CCN.O.O.O
Lowest unoccupied orbital energy: 0.39 eV
Max |F|: 6.60 eV/A

XYZ file:
```
19
Properties=species:S:1:pos:R:3:forces:R:3:mulliken_charge:R:1
C 0.61148 -1.70147 2.31420 -0.39 0.76 -1.59 -1.041
C -0.71958 -1.25906 1.55644 1.14 -1.56 0.22 -0.287
N -0.84532 0.21781 1.40653 -0.26 -0.50 2.96 -0.592
H 1.43779 -1.52573 1.56302 -0.54 -0.82 1.05 0.250
H 0.83505 -1.08562 3.15711 -0.05 1.02 0.55 0.336
H 0.54662 -2.67503 2.80323 0.18 -0.40 -0.88 0.325
H -0.66306 -1.82646 0.56409 -0.38 1.24 1.06 0.203
H -1.56039 -1.72046 2.11973 0.18 0.80 -0.45 0.309
H -0.71802 0.59670 2.43699 -0.37 -0.73 -2.80 0.258
H -0.03695 0.54506 0.90943 0.48 0.21 -0.24 0.235
O -0.44709 -1.31292 -2.53057 -0.55 0.04 0.70 -0.605
H -0.86476 -0.46077 -2.38396 -0.48 0.18 0.38 0.342
H 0.10910 -1.05433 -3.24260 1.04 -0.18 -1.13 0.290
O -1.50064 1.75916 -2.55133 1.26 0.53 -1.78 -0.681
H -0.67213 2.14240 -2.21761 -0.88 -0.48 0.42 0.308
H -2.05891 1.41171 -1.88539 -0.42 -0.17 1.52 0.333
O 2.04532 2.47207 -1.08911 1.35 -4.11 4.89 -0.568
H 2.94041 2.51838 -1.31028 1.95 0.26 -0.71 0.301
H 1.56107 2.95857 -1.61992 -3.30 3.90 -4.18 0.284
```
Forces are in eV/Å.



No. 3
Molecular formula: CH3N2PS
Method: DFT, ωB97M-V/def2-TZVPD

Values from the calculation:
DFT total energy: -888.84717 Eh
HOMO-LUMO gap (spin up / spin down): 5.55 / 5.55 eV
Energy above the lowest of the compared OMol25 structures with the same formula, charge and spin: 75.5 kcal/mol
Spin multiplicity: 1
Molar mass: 106.1 g/mol
Lowest unoccupied orbital energy (spin up / spin down): -2.84 / -2.84 eV
Max |F|: 2.56 eV/A

XYZ file:
```
8
Properties=species:S:1:pos:R:3:forces:R:3:mulliken_charge:R:1
C 0.80444 -0.76488 -1.40654 -0.08 -1.44 -0.31 0.302
N 1.81295 -1.22893 -1.68082 1.06 -0.20 -0.36 -0.265
N -0.13078 1.26981 -0.65965 0.08 0.58 1.88 -0.503
P -0.78344 -0.26376 -0.92771 -0.27 0.79 1.84 0.190
S -1.03985 -1.58286 2.23149 0.19 -0.94 -2.38 -0.402
H 0.91830 1.33919 -0.70731 -1.70 0.13 0.33 0.311
H -0.53950 1.74863 0.19525 0.69 -0.41 -1.74 0.307
H -1.04212 -0.51720 2.95529 0.03 1.48 0.73 0.062
```
Forces are in eV/Å.